1 | Computed, not measured: a single C7H9N3O2 molecule, with the ωB97M-V functional and the def2-TZVPD basis.

Output
Gap between HOMO and LUMO = 9.44 eV
SMILES = N[C@H](Cc1cccnn1)C(=O)O
E_HOMO = -9.3 eV
Charge = 0
E_LUMO = 0.0051 hartree

Each atom is followed by the atoms it is bonded to, with distances in Å.
Cartesian coordinates (Å):
1 H 2.20573 1.71780 1.02085  C19 1.054
2 C -1.70788 0.67616 -0.19675  C3 1.454, H14 1.058, N15 1.430, C18 1.494
3 C -2.09383 -0.61849 0.34016  C2 1.454, O17 1.386, O20 1.281
4 N 0.41918 -0.76552 -0.24212  C7 1.263, N11 1.301
5 H -1.11149 -0.17218 -1.82778  N15 1.050
6 H -0.58137 2.32897 0.13435  C18 1.151
7 C 0.68180 0.37819 0.22444  N4 1.263, C18 1.496, C19 1.527
8 H -2.57253 0.58138 -2.00352  N15 1.003
9 C 2.69406 -1.32374 -0.42911  N11 1.395, H13 1.205, C16 1.465
10 H -0.71230 1.31144 1.51892  C18 1.044
11 N 1.33895 -1.65101 -0.49024  N4 1.301, C9 1.395
12 H -2.30706 -1.96390 1.53893  O17 0.988
13 H 3.35317 -2.32769 -0.52550  C9 1.205
14 H -2.46753 1.33074 0.14105  C2 1.058
15 N -1.65127 0.70513 -1.62552  C2 1.430, H5 1.050, H8 1.003
16 C 3.16007 -0.04600 0.11438  C9 1.465, C19 1.401, H21 1.149
17 O -1.92589 -1.05887 1.64335  C3 1.386, H12 0.988
18 C -0.51077 1.23919 0.49759  C2 1.494, H6 1.151, C7 1.496, H10 1.044
19 C 2.12144 0.82531 0.46707  H1 1.054, C7 1.527, C16 1.401
20 O -2.58787 -1.45803 -0.49238  C3 1.281
21 H 4.25538 0.29110 0.19182  C16 1.149

Results of the Löwdin charge analysis, in e, for atoms 1 through 5: 0.08, -0.42, -0.43, 0.02, 0.10

***

2 | Computed, not measured: a single C7H9N3O2 molecule, with the ωB97M-V functional and the def2-TZVPD basis.

Output
Gap between HOMO and LUMO = 9.66 eV
SMILES = N[C@H](Cc1ncccn1)C(=O)O
E_HOMO = -9.6 eV
Charge = 0
E_LUMO = 0.0026 hartree

Each atom is followed by the atoms it is bonded to, with distances in Å.
Cartesian coordinates (Å):
1 C -0.45454 -1.23379 0.63048  C5 1.409, H19 1.297, C20 1.494, H21 1.228
2 H 3.71939 1.25341 -0.91785  C11 1.059
3 N 1.77074 -1.11462 0.31449  C5 1.333, C6 1.382
4 C 1.64870 1.22397 -0.67720  C11 1.429, H13 1.241, N15 1.297
5 C 0.62697 -0.43868 0.20125  C1 1.409, N3 1.333, N15 1.292
6 C 2.80233 -0.60854 -0.45396  N3 1.382, C11 1.226, H16 1.165
7 O -1.67320 -1.03693 -1.82549  C17 1.209
8 H -3.07178 1.06766 0.01958  O12 1.038
9 H -2.76196 -0.79905 1.17045  C20 1.246
10 N -1.55420 1.14581 1.02905  H14 1.126, H18 1.069, C20 1.600
11 C 2.92452 0.58144 -0.72041  H2 1.059, C4 1.429, C6 1.226
12 O -3.05990 0.57637 -0.89435  H8 1.038, C17 1.331
13 H 1.74390 2.45411 -0.80773  C4 1.241
14 H -1.39728 0.89025 2.11456  N10 1.126
15 N 0.50505 0.75024 -0.29041  C4 1.297, C5 1.292
16 H 3.61536 -1.44074 -0.39989  C6 1.165
17 C -2.11013 -0.35548 -0.92715  O7 1.209, O12 1.331, C20 1.641
18 H -0.73983 1.49962 0.43315  N10 1.069
19 H -0.15804 -2.00000 1.63473  C1 1.297
20 C -1.69626 -0.40440 0.65976  C1 1.494, H9 1.246, N10 1.600, C17 1.641
21 H -0.67984 -2.01065 -0.29307  C1 1.228

Results of the Löwdin charge analysis, in e, for atoms 1 through 5: -0.16, 0.11, 0.15, -0.07, -0.43

***

Most stable: 1. Least stable: 2.

***

1 | Computed, not measured: a gas-phase ion, C7H17N2O2 (charge +1), with the ωB97M-V functional and the def2-TZVPD basis.

Output
Gap between HOMO and LUMO = 10.26 eV
SMILES = CC[C@@H](O)CNCCOC=[NH2+]
E_HOMO = -13.2 eV
Charge = +1
E_LUMO = -0.1086 hartree

Each atom is followed by the atoms it is bonded to, with distances in Å.
Cartesian coordinates (Å):
1 H 1.76710 0.78725 1.44405  C10 1.065
2 H 2.88825 2.18947 -0.90616  N9 1.065
3 H 2.85534 -1.23575 1.62415  C6 1.103
4 H 1.60149 -1.69970 -1.19949  C12 1.065
5 H -1.82777 0.60281 1.31900  C26 1.036
6 C 2.92964 -1.22578 0.52394  H3 1.103, C12 1.520, O18 1.412, H25 1.046
7 H -0.79581 -1.80235 -0.93144  C14 1.200
8 H -3.70457 1.33359 0.05913  C22 1.087
9 N 2.12054 2.07588 -0.17616  H2 1.065, C10 1.303, H21 0.981
10 C 2.21524 0.96271 0.49382  H1 1.065, N9 1.303, O18 1.350
11 H -2.15289 0.51520 -1.52326  C23 1.067
12 C 1.61922 -1.61997 -0.13761  H4 1.065, C6 1.520, H20 1.173, N24 1.475
13 H -1.47538 2.08700 -0.38770  O15 0.952
14 C -0.40794 -0.67316 -1.05317  H7 1.200, C23 1.485, N24 1.467, H28 1.133
15 O -0.72534 1.52498 -0.55525  H13 0.952, C23 1.412
16 H -4.22747 0.04983 1.13348  C22 1.049
17 H -2.16623 -1.03302 0.89291  C26 1.026
18 O 3.14911 0.08970 0.05932  C6 1.412, C10 1.350
19 H 0.33397 -0.42464 0.99303  N24 1.061
20 H 1.27463 -2.61374 0.38179  C12 1.173
21 H 1.47398 2.73767 0.15098  N9 0.981
22 C -3.71082 0.26245 0.24569  H8 1.087, H16 1.049, C26 1.600, H27 1.004
23 C -1.45567 0.33017 -0.73692  H11 1.067, C14 1.485, O15 1.412, C26 1.566
24 N 0.62473 -0.53749 -0.02057  C12 1.475, C14 1.467, H19 1.061
25 H 3.74854 -1.71283 0.09299  C6 1.046
26 C -2.18204 -0.05105 0.59751  H5 1.036, H17 1.026, C22 1.600, C23 1.566
27 H -4.04227 -0.39418 -0.43705  C22 1.004
28 H 0.27241 -0.52506 -1.94702  C14 1.133

Results of the Löwdin charge analysis, in e, for atoms 1 through 5: 0.15, 0.20, 0.15, 0.11, 0.09

***

2 | Computed, not measured: 2 unconnected molecules or ions with the total composition C7H17N2O2, with the ωB97M-V functional and the def2-TZVPD basis.

Output
Gap between HOMO and LUMO = 9.73 eV
E_HOMO = -12.7 eV
Charge = +1
E_LUMO = -0.1108 hartree

Each atom is followed by the atoms it is bonded to, with distances in Å.
Cartesian coordinates (Å):
1 N -2.98412 -1.02123 0.30434  C4 1.379, H6 0.955, C8 1.366
2 H 1.92015 0.90050 -2.78104  C7 1.084
3 H -0.76180 0.98142 0.17375  N27 1.045
4 C -2.33230 -0.96532 -0.90909  N1 1.379, O13 1.354, C17 1.420
5 H -1.40191 -2.11828 -2.57302  C17 1.063
6 H -3.61564 -1.73583 0.25549  N1 0.955
7 C 1.97740 0.66594 -1.72381  H2 1.084, H9 1.132, C11 1.469, H26 1.139
8 C -2.95731 -0.04282 1.25713  N1 1.366, H15 1.215, O22 1.186
9 H 2.06764 -0.44130 -1.50550  C7 1.132
10 C 0.71066 -0.22463 1.07907  C16 1.567, H21 1.057, N27 1.517, H28 1.092
11 C 0.85111 1.31355 -1.03872  C7 1.469, H18 1.076, H23 1.233, N27 1.442
12 H -1.73738 -3.03707 -1.04581  C17 1.090
13 O -2.13129 0.27726 -1.40831  C4 1.354, H19 1.000
14 H 1.78339 1.46284 1.88859  C16 1.083
15 H -3.84133 -0.15040 2.08305  C8 1.215
16 C 1.01173 0.78709 2.23756  C10 1.567, H14 1.083, H20 1.079, H25 1.126
17 C -1.76718 -2.08451 -1.57524  C4 1.420, H5 1.063, H12 1.090
18 H 1.00079 2.20656 -0.45829  C11 1.076
19 H -2.65212 0.95676 -0.89071  O13 1.000
20 H 1.36318 0.32317 3.14562  C16 1.079
21 H -0.11139 -0.84415 1.32049  C10 1.057
22 O -2.05114 0.71245 1.37637  C8 1.186
23 H 0.01875 1.61586 -1.89684  C11 1.233
24 H -0.25367 -0.21764 -0.70439  N27 0.985
25 H 0.11174 1.42398 2.46844  C16 1.126
26 H 2.96832 1.19030 -1.52143  C7 1.139
27 N 0.11066 0.48593 -0.11948  H3 1.045, C10 1.517, C11 1.442, H24 0.985
28 H 1.63182 -0.78810 0.91648  C10 1.092

Results of the Löwdin charge analysis, in e, for atoms 1 through 5: 0.13, 0.08, 0.12, -0.42, 0.06

***

Most stable: 2. Least stable: 1.

***

1 | Computed, not measured: 2 unconnected molecules or ions with the total composition C2H7S2, with the ωB97M-V functional and the def2-TZVPD basis.

Output
Gap between HOMO and LUMO = 5.41 eV
E_HOMO = -2.5 eV
Charge = -1
E_LUMO = 0.1085 hartree

Each atom is followed by the atoms it is bonded to, with distances in Å.
Cartesian coordinates (Å):
1 H 0.87428 -1.27531 1.93695  C3 1.080
2 H 0.49829 -0.83595 0.29210  C3 1.087
3 C 0.82614 -0.44196 1.25102  H1 1.080, H2 1.087, S8 1.797, H11 1.094
4 H -1.42038 2.48605 0.88313  C5 1.081
5 C -0.99617 1.55957 0.52155  H4 1.081, H6 1.091, S8 1.807, H10 1.090
6 H -0.13833 1.79876 -0.10814  C5 1.091
7 H 0.25366 -3.08934 -4.12765  S9 1.344
8 S -0.39671 0.66103 1.97076  C3 1.797, C5 1.807
9 S 0.39430 -1.84941 -3.62729  H7 1.344
10 H -1.68570 0.94611 -0.05875  C5 1.090
11 H 1.79064 0.04043 1.06633  C3 1.094

Results of the Löwdin charge analysis, in e, for atoms 1 through 5: 0.01, 0.04, -0.44, 0.01, -0.44

***

2 | Computed, not measured: 2 unconnected molecules or ions with the total composition C2H7S2, with the ωB97M-V functional and the def2-TZVPD basis.

Output
Gap between HOMO and LUMO = 5.41 eV
E_HOMO = -2.5 eV
Charge = -1
E_LUMO = 0.1086 hartree

Each atom is followed by the atoms it is bonded to, with distances in Å.
Cartesian coordinates (Å):
1 H 0.35578 -1.11241 -1.41271  C4 1.095
2 S 3.36791 1.57634 1.91103  H11 1.337
3 S -1.84148 -0.74686 -0.62379  C4 1.839, C6 1.758
4 C -0.32507 -1.76128 -0.85153  H1 1.095, S3 1.839, H5 1.085, H8 1.081
5 H 0.16041 -1.97506 0.09469  C4 1.085
6 C -1.29874 0.88641 -0.26640  S3 1.758, H7 1.097, H9 1.087, H10 1.080
7 H -0.40193 0.89146 0.36531  C6 1.097
8 H -0.57614 -2.58865 -1.49974  C4 1.081
9 H -0.98973 1.44783 -1.14499  C6 1.087
10 H -2.11691 1.24954 0.33818  C6 1.080
11 H 3.66588 2.13269 3.08995  S2 1.337

Results of the Löwdin charge analysis, in e, for atoms 1 through 5: 0.03, -0.46, 0.69, -0.40, 0.03

***

3 | Computed, not measured: 2 unconnected molecules or ions with the total composition C2H7S2, with the ωB97M-V functional and the def2-TZVPD basis.

Output
Gap between HOMO and LUMO = 5.72 eV
E_HOMO = -2.6 eV
Charge = -1
E_LUMO = 0.1150 hartree

Each atom is followed by the atoms it is bonded to, with distances in Å.
Cartesian coordinates (Å):
1 C -2.17044 -0.95902 -1.41897  H3 1.091, S7 1.811, H8 1.098, H11 1.081
2 H 0.69556 0.69453 -0.00215  C4 1.081
3 H -1.38727 -1.65197 -1.73090  C1 1.091
4 C -0.26963 0.25058 0.19823  H2 1.081, H5 1.087, H6 1.092, S7 1.791
5 H -0.55196 0.57238 1.19699  C4 1.087
6 H -0.08414 -0.82265 0.27551  C4 1.092
7 S -1.41395 0.65847 -1.11814  C1 1.811, C4 1.791
8 H -2.85630 -0.83505 -2.26720  C1 1.098
9 H 3.48817 0.09072 2.80883  S10 1.336
10 S 2.71299 -0.20680 1.76281  H9 1.336
11 H -2.70608 -1.33873 -0.56058  C1 1.081

Results of the Löwdin charge analysis, in e, for atoms 1 through 5: -0.46, -0.03, 0.03, -0.51, 0.02

***

Most stable: 3. Least stable: 2.